Entry 1:
Below is a cluster of 7 separate species, C56H123N6O2 in total at a distorted geometry, with properties calculated with wB97M-V/def2-TZVPD.

Results
HOMO   -0.6635 Eh
Net charge   +5
Energy relative to the best compared isomer or geometry (same formula, charge and spin)   0.000 eV
Spin multiplicity   1
Calculated total energy   -73058.420 eV
LUMO energy   -8.891 eV
Frontier orbital gap   9.16 eV

Element x y z (Å)
C (1.057, -5.203, 1.327)
C (-0.322, -4.848, 1.745)
C (-1.036, -4.282, 0.539)
N (-2.548, -4.076, 0.718)
C (-2.934, -3.095, -0.460)
C (-4.435, -2.955, -0.600)
C (-5.230, -4.320, -0.601)
C (-4.838, -5.217, 0.574)
C (-3.341, -5.442, 0.652)
C (-2.854, -3.363, 2.002)
H (1.525, -5.769, 2.112)
H (1.670, -4.296, 1.041)
H (1.027, -5.897, 0.495)
H (-0.225, -4.267, 2.657)
H (-0.831, -5.734, 2.129)
H (-0.889, -4.909, -0.356)
H (-0.705, -3.305, 0.162)
H (-2.599, -3.609, -1.379)
H (-2.344, -2.168, -0.295)
H (-4.593, -2.481, -1.567)
H (-4.768, -2.237, 0.142)
H (-5.174, -4.874, -1.555)
H (-6.281, -4.082, -0.563)
H (-5.390, -6.157, 0.432)
H (-5.230, -4.763, 1.479)
H (-2.845, -6.040, -0.105)
H (-3.080, -5.881, 1.620)
H (-3.885, -2.984, 2.026)
H (-2.269, -2.474, 2.058)
H (-2.679, -4.024, 2.856)
C (3.469, 2.477, 2.628)
C (4.283, 1.570, 1.692)
C (4.691, 0.323, 2.348)
N (5.670, -0.567, 1.626)
C (7.124, 0.074, 1.847)
C (8.203, -0.953, 1.472)
C (7.967, -2.308, 2.170)
C (6.631, -2.926, 1.850)
C (5.507, -1.918, 2.168)
C (5.453, -0.607, 0.065)
H (4.114, 2.731, 3.457)
H (2.566, 1.977, 3.076)
H (3.130, 3.344, 2.063)
H (5.093, 2.147, 1.257)
H (3.607, 1.367, 0.828)
H (3.795, -0.258, 2.430)
H (5.043, 0.409, 3.384)
H (7.193, 0.220, 2.906)
H (7.179, 0.973, 1.258)
H (9.193, -0.644, 1.804)
H (8.167, -1.137, 0.386)
H (8.107, -2.143, 3.246)
H (8.803, -2.956, 1.917)
H (6.495, -3.804, 2.454)
H (6.490, -3.193, 0.795)
H (5.598, -1.748, 3.241)
H (4.499, -2.193, 1.937)
H (4.414, -0.887, -0.070)
H (6.116, -1.325, -0.397)
H (5.667, 0.378, -0.402)
C (3.451, 4.849, -7.486)
C (3.308, 4.929, -6.015)
C (1.828, 5.079, -5.784)
N (1.331, 4.899, -4.334)
C (1.294, 3.397, -4.119)
C (1.144, 3.019, -2.639)
C (2.155, 3.689, -1.731)
C (2.164, 5.223, -1.925)
C (2.315, 5.645, -3.372)
C (-0.036, 5.499, -4.210)
H (4.497, 4.836, -7.825)
H (2.944, 5.694, -8.006)
H (2.986, 3.971, -7.926)
H (3.859, 5.810, -5.715)
H (3.669, 3.980, -5.580)
H (1.256, 4.362, -6.326)
H (1.480, 6.016, -6.210)
H (2.209, 3.014, -4.461)
H (0.404, 3.098, -4.659)
H (1.219, 1.951, -2.606)
H (0.173, 3.356, -2.236)
H (3.193, 3.312, -1.891)
H (1.760, 3.429, -0.732)
H (3.005, 5.599, -1.389)
H (1.284, 5.715, -1.540)
H (3.358, 5.464, -3.649)
H (2.100, 6.694, -3.589)
H (-0.544, 5.185, -3.331)
H (-0.670, 5.127, -5.009)
H (0.080, 6.582, -4.306)
C (-0.038, 2.707, 8.282)
C (0.374, 1.899, 7.144)
C (1.006, 0.664, 7.808)
N (1.192, -0.551, 6.892)
C (1.926, -1.590, 7.717)
C (2.045, -2.997, 7.047)
C (0.673, -3.479, 6.544)
C (-0.103, -2.369, 5.713)
C (-0.172, -1.092, 6.460)
C (1.998, -0.173, 5.691)
H (0.820, 2.885, 8.927)
H (-0.780, 2.232, 8.900)
H (-0.397, 3.689, 7.994)
H (1.098, 2.442, 6.535)
H (-0.529, 1.643, 6.540)
H (0.386, 0.299, 8.578)
H (1.989, 0.936, 8.214)
H (1.336, -1.716, 8.638)
H (2.911, -1.163, 8.014)
H (2.526, -3.704, 7.721)
H (2.692, -2.892, 6.166)
H (0.044, -3.832, 7.363)
H (0.856, -4.366, 5.920)
H (-1.123, -2.759, 5.620)
H (0.281, -2.340, 4.688)
H (-0.793, -1.230, 7.330)
H (-0.596, -0.351, 5.799)
H (1.434, 0.539, 5.089)
H (2.141, -1.048, 5.074)
H (2.966, 0.231, 6.026)
C (-3.108, -3.057, -4.314)
C (-1.612, -3.435, -4.447)
C (-0.842, -2.169, -4.048)
N (0.698, -2.322, -4.126)
C (1.301, -0.983, -3.683)
C (2.823, -1.011, -3.480)
C (3.341, -2.268, -2.686)
C (2.647, -3.550, -3.067)
C (1.131, -3.440, -3.159)
C (1.077, -2.636, -5.570)
H (-3.364, -2.333, -5.104)
H (-3.273, -2.568, -3.363)
H (-3.793, -3.874, -4.494)
H (-1.323, -3.877, -5.385)
H (-1.414, -4.179, -3.669)
H (-1.045, -1.845, -3.038)
H (-1.034, -1.376, -4.764)
H (0.861, -0.710, -2.736)
H (0.981, -0.215, -4.393)
H (3.000, -0.129, -2.871)
H (3.326, -0.950, -4.438)
H (3.196, -2.141, -1.636)
H (4.430, -2.403, -2.844)
H (2.869, -4.310, -2.349)
H (2.988, -3.912, -4.037)
H (0.718, -3.160, -2.187)
H (0.718, -4.406, -3.469)
H (0.553, -3.559, -5.788)
H (2.143, -2.749, -5.679)
H (0.870, -1.908, -6.372)
C (-9.071, 2.509, 1.042)
C (-8.027, 3.425, 0.443)
C (-7.755, 2.954, -0.961)
N (-6.752, 3.846, -1.731)
C (-5.379, 3.779, -1.109)
C (-4.757, 2.383, -1.112)
C (-4.728, 1.857, -2.556)
C (-6.087, 1.923, -3.303)
C (-6.678, 3.354, -3.175)
C (-7.181, 5.321, -1.718)
H (-8.703, 1.485, 1.037)
H (-10.009, 2.575, 0.530)
H (-9.155, 2.766, 2.086)
H (-7.136, 3.642, 1.023)
H (-8.517, 4.416, 0.431)
H (-8.680, 2.959, -1.518)
H (-7.342, 1.954, -1.029)
H (-5.466, 4.162, -0.088)
H (-4.738, 4.441, -1.709)
H (-5.334, 1.688, -0.534)
H (-3.739, 2.478, -0.718)
H (-4.403, 0.821, -2.617)
H (-4.004, 2.444, -3.110)
H (-6.755, 1.204, -2.800)
H (-5.986, 1.665, -4.346)
H (-7.694, 3.459, -3.572)
H (-6.031, 4.077, -3.709)
H (-6.469, 5.928, -2.253)
H (-7.230, 5.696, -0.703)
H (-8.154, 5.463, -2.207)
C (-0.074, 0.146, 1.223)
C (0.510, -0.459, -0.105)
O (1.748, -0.270, -0.307)
O (-0.249, -1.163, -0.854)
H (0.445, 1.088, 1.339)
H (0.302, -0.418, 2.071)
H (-1.181, 0.270, 1.265)

***

Entry 2:
Below is a cluster of 8 separate species, C56H132F6N5O14P3S6 in total at a distorted geometry, with properties calculated with wB97M-V/def2-TZVPD.

Results
HOMO   -0.4456 Eh
Net charge   +2
Spin multiplicity   1
Calculated total energy   -205491.525 eV
LUMO energy   -4.448 eV
Frontier orbital gap   7.68 eV

Element x y z (Å)
C (-5.369, -3.404, -7.465)
C (-4.148, -2.635, -7.946)
C (-3.952, -2.515, -9.467)
O (-3.589, -3.723, -10.155)
C (-2.316, -4.258, -9.788)
N (-4.172, -1.265, -7.273)
H (-4.333, -1.399, -6.285)
H (-3.322, -0.729, -7.380)
H (-4.870, -0.705, -7.740)
H (-5.528, -3.390, -6.387)
H (-5.202, -4.446, -7.737)
H (-6.292, -3.072, -7.940)
H (-3.197, -2.972, -7.533)
H (-3.223, -1.778, -9.804)
H (-4.898, -2.274, -9.952)
H (-2.178, -5.160, -10.385)
H (-2.074, -4.507, -8.755)
H (-1.568, -3.525, -10.090)
C (0.357, 0.766, -4.239)
C (-0.632, -0.368, -3.875)
C (-1.037, -0.117, -2.473)
O (-1.670, 1.217, -2.500)
C (-2.030, 1.616, -1.197)
N (-1.814, -0.472, -4.856)
H (-1.450, -0.809, -5.736)
H (-2.563, -1.114, -4.642)
H (-2.239, 0.426, -5.038)
H (1.122, 0.775, -3.463)
H (-0.080, 1.760, -4.336)
H (0.809, 0.599, -5.216)
H (-0.020, -1.269, -3.875)
H (-0.157, -0.071, -1.832)
H (-1.713, -0.916, -2.167)
H (-2.463, 2.613, -1.281)
H (-1.082, 1.732, -0.671)
H (-2.603, 0.838, -0.693)
C (-4.399, -0.185, 1.402)
C (-3.571, 0.426, 2.536)
C (-3.111, -0.435, 3.736)
C (-1.847, 0.143, 4.366)
P (-1.238, -0.759, 5.764)
C (0.607, -0.621, 5.849)
C (1.183, 0.705, 5.382)
C (2.703, 0.684, 5.542)
C (3.301, 1.975, 5.113)
C (-1.638, -2.566, 5.728)
C (-1.199, -3.346, 7.006)
C (-1.957, -4.692, 7.246)
C (-1.620, -5.914, 6.479)
C (-1.951, 0.152, 7.227)
C (-3.422, -0.110, 7.535)
C (-3.969, 0.449, 8.827)
C (-4.105, 1.993, 8.862)
H (-5.373, -0.499, 1.779)
H (-3.911, -1.111, 1.099)
H (-4.531, 0.446, 0.524)
H (-3.983, 1.361, 2.916)
H (-2.760, 0.736, 1.876)
H (-3.122, -1.488, 3.454)
H (-3.932, -0.506, 4.449)
H (-1.941, 1.107, 4.865)
H (-1.153, 0.013, 3.536)
H (1.002, -1.319, 5.112)
H (0.897, -0.838, 6.878)
H (0.760, 1.519, 5.971)
H (0.983, 0.848, 4.320)
H (3.057, -0.127, 4.905)
H (3.016, 0.500, 6.570)
H (3.200, 2.105, 4.036)
H (4.320, 2.218, 5.413)
H (2.785, 2.850, 5.507)
H (-1.321, -3.025, 4.791)
H (-2.728, -2.564, 5.697)
H (-1.375, -2.716, 7.878)
H (-0.132, -3.522, 7.146)
H (-3.026, -4.526, 7.378)
H (-1.863, -4.949, 8.301)
H (-2.075, -6.808, 6.907)
H (-0.546, -6.097, 6.521)
H (-1.791, -5.845, 5.405)
H (-1.687, 1.180, 6.980)
H (-1.405, -0.231, 8.088)
H (-3.478, -1.197, 7.597)
H (-4.036, 0.138, 6.669)
H (-3.320, 0.100, 9.630)
H (-5.016, 0.157, 8.912)
H (-4.613, 2.365, 7.973)
H (-3.071, 2.339, 8.838)
H (-4.685, 2.350, 9.712)
C (-4.577, 4.162, 0.130)
C (-3.259, 4.015, 0.988)
C (-2.046, 4.891, 0.656)
C (-0.976, 4.708, 1.761)
P (0.179, 6.107, 1.737)
C (-0.496, 7.590, 2.602)
C (-2.002, 7.959, 2.286)
C (-3.012, 7.267, 3.233)
C (-4.449, 7.193, 2.720)
C (1.640, 5.608, 2.735)
C (2.788, 4.812, 2.023)
C (4.192, 4.825, 2.803)
C (5.486, 4.141, 2.290)
C (0.548, 6.522, 0.047)
C (1.444, 7.775, -0.108)
C (1.764, 7.956, -1.660)
C (0.593, 8.190, -2.574)
H (-5.235, 3.294, 0.170)
H (-4.424, 4.351, -0.932)
H (-5.116, 4.994, 0.584)
H (-2.851, 3.005, 1.006)
H (-3.392, 4.012, 2.070)
H (-2.489, 5.878, 0.528)
H (-1.578, 4.675, -0.305)
H (-0.309, 3.917, 1.419)
H (-1.281, 4.434, 2.771)
H (0.181, 8.429, 2.438)
H (-0.436, 7.288, 3.648)
H (-2.228, 7.724, 1.246)
H (-2.119, 9.029, 2.458)
H (-3.143, 7.790, 4.181)
H (-2.691, 6.235, 3.373)
H (-4.752, 8.161, 2.320)
H (-5.201, 7.075, 3.501)
H (-4.573, 6.456, 1.927)
H (1.139, 5.005, 3.493)
H (2.061, 6.409, 3.342)
H (3.109, 5.236, 1.072)
H (2.555, 3.778, 1.770)
H (4.007, 4.584, 3.850)
H (4.595, 5.838, 2.800)
H (5.476, 3.053, 2.359)
H (6.396, 4.625, 2.643)
H (5.459, 4.389, 1.229)
H (-0.411, 6.684, -0.446)
H (1.102, 5.661, -0.328)
H (2.344, 7.569, 0.472)
H (1.027, 8.723, 0.231)
H (2.414, 7.135, -1.962)
H (2.415, 8.829, -1.717)
H (0.051, 7.279, -2.827)
H (0.951, 8.737, -3.446)
H (-0.002, 8.883, -1.978)
C (4.828, 0.061, 1.842)
C (5.799, -1.112, 1.523)
C (5.068, -2.448, 1.448)
C (5.853, -3.397, 0.494)
P (5.076, -4.965, -0.091)
C (3.507, -4.489, -0.920)
C (3.613, -3.878, -2.339)
C (2.537, -2.842, -2.504)
C (2.902, -1.434, -1.979)
C (5.986, -6.017, -1.324)
C (6.744, -5.364, -2.438)
C (7.715, -6.357, -3.155)
C (7.067, -7.522, -3.857)
C (4.498, -5.849, 1.327)
C (3.668, -7.114, 0.968)
C (3.533, -8.063, 2.214)
C (2.767, -7.491, 3.424)
H (5.292, 1.046, 1.781)
H (4.411, -0.084, 2.839)
H (4.050, 0.228, 1.097)
H (6.526, -1.067, 2.334)
H (6.410, -0.871, 0.653)
H (4.041, -2.370, 1.091)
H (4.853, -2.760, 2.470)
H (6.745, -3.662, 1.062)
H (6.153, -2.922, -0.440)
H (3.003, -3.805, -0.237)
H (2.901, -5.394, -0.884)
H (3.635, -4.706, -3.048)
H (4.628, -3.502, -2.466)
H (1.620, -3.301, -2.135)
H (2.428, -2.748, -3.585)
H (2.058, -0.746, -2.042)
H (3.846, -1.067, -2.381)
H (3.125, -1.559, -0.920)
H (5.199, -6.585, -1.820)
H (6.717, -6.599, -0.764)
H (7.364, -4.585, -1.993)
H (6.126, -4.799, -3.136)
H (8.426, -6.668, -2.390)
H (8.192, -5.813, -3.970)
H (7.910, -8.104, -4.229)
H (6.301, -7.324, -4.607)
H (6.562, -8.212, -3.181)
H (3.888, -5.152, 1.902)
H (5.446, -6.092, 1.808)
H (4.233, -7.618, 0.184)
H (2.682, -6.859, 0.579)
H (4.477, -8.421, 2.624)
H (3.103, -8.991, 1.836)
H (1.811, -7.145, 3.030)
H (3.379, -6.711, 3.876)
H (2.622, -8.339, 4.093)
N (-4.235, -1.904, -4.474)
S (-3.973, -3.344, -3.554)
O (-5.120, -4.117, -3.080)
O (-2.731, -3.353, -2.789)
F (-3.663, -4.059, -4.883)
S (-5.499, -1.368, -3.777)
O (-5.386, -1.283, -2.344)
O (-6.711, -1.807, -4.431)
F (-5.186, 0.176, -4.175)
N (-1.064, -1.322, -7.294)
S (0.105, -2.541, -7.084)
O (0.891, -2.542, -5.900)
O (0.633, -3.288, -8.191)
F (-0.944, -3.654, -6.627)
S (-0.304, -0.517, -8.394)
O (-0.479, -1.064, -9.760)
O (0.951, 0.080, -7.956)
F (-1.276, 0.750, -8.417)
N (-3.463, 4.476, -5.128)
S (-1.942, 4.749, -4.438)
O (-0.804, 4.138, -5.033)
O (-1.940, 4.880, -2.962)
F (-1.764, 6.287, -4.892)
S (-3.651, 3.096, -4.679)
O (-4.284, 2.981, -3.351)
O (-2.766, 2.051, -5.175)
F (-5.005, 2.889, -5.566)